# 1
18
Properties=species:S:1:pos:R:3:forces:R:3 method="wB97M-V/def2-TZVPD" smiles=CCN1C[C@H]1CO orbital_gap_ha=0.3746 molar_mass_g_mol=101.15 de_lowest_kj_mol=227.82
C -2.0828 0.0695 -0.8767 0.014 0.045 -0.152
C -1.5369 -0.4687 0.4553 -0.085 -0.046 0.148
N -0.0736 -0.4177 0.6638 -0.162 -0.016 -0.174
C 0.5032 0.7816 1.2535 0.077 0.110 0.162
C 0.7671 0.4292 -0.1588 0.167 0.027 -0.174
C 2.0390 -0.2103 -0.6770 -0.162 0.214 -0.148
O 2.8200 -0.7930 0.3390 -0.084 -0.226 0.108
H -3.0497 0.5580 -0.7301 0.014 -0.239 -0.033
H -2.1924 -0.7287 -1.6168 -0.065 0.071 0.141
H -1.4439 0.8185 -1.3527 -0.131 -0.062 0.248
H -2.0197 0.0402 1.2991 0.140 0.061 -0.158
H -1.8219 -1.5214 0.5629 0.022 0.164 -0.101
H -0.1649 1.6311 1.4201 0.137 -0.185 0.003
H 1.2510 0.6094 2.0232 -0.080 0.083 -0.121
H 0.2877 1.0841 -0.8817 0.094 -0.102 0.022
H 1.7471 -0.9541 -1.4398 0.124 0.124 0.140
H 2.6630 0.5437 -1.1693 -0.062 -0.099 0.118
H 2.2514 -1.4291 0.7952 0.042 0.077 -0.029

=====

# 2
75
Properties=species:S:1:pos:R:3:forces:R:3 method="wB97M-V/def2-TZVPD" charge=+2 orbital_gap_ha="0.1352 / 0.1003" molar_mass_g_mol=615.41 de_lowest_kj_mol=0.00 spin_multiplicity=4
Tc -1.5277 3.9970 -0.9657 1.727 1.779 -4.409
C -1.9226 4.2321 1.2534 2.010 -0.817 3.080
C -0.6865 3.6135 0.9526 -0.745 0.147 2.424
C -0.5184 2.1237 1.1284 0.337 -0.156 0.261
C -1.1173 1.2182 0.0447 0.385 -0.775 -0.052
C -1.8729 1.9329 -1.0537 -1.199 -0.525 0.287
C -3.0851 2.6459 -0.7721 -1.022 -2.061 0.205
C -3.7280 2.5540 0.6061 -0.624 0.113 -0.177
C -3.1399 3.4772 1.6769 -0.933 0.465 -0.171
C -2.1691 4.0759 -2.9615 -0.151 -0.020 -0.836
H -1.8710 5.2387 1.6786 0.010 -0.077 -0.745
H 0.2132 4.1932 1.2040 -0.347 0.173 -0.545
H -0.9354 1.8235 2.1012 0.155 0.284 -0.116
H 0.5674 1.9627 1.1781 -0.335 0.060 0.005
H -0.3079 0.6206 -0.4086 -0.291 0.281 0.005
H -1.7654 0.4652 0.5262 -0.038 0.245 -0.278
H -1.7532 1.4701 -2.0461 -0.026 0.747 0.143
H -3.8197 2.6864 -1.5825 0.400 0.238 0.339
H -3.7146 1.5200 0.9724 0.064 0.061 -0.343
H -4.7847 2.8189 0.4704 0.275 -0.164 0.124
H -3.9118 4.2103 1.9566 0.327 -0.208 -0.024
H -2.9438 2.8950 2.5908 0.333 0.261 -0.153
H -2.4382 5.1049 -3.2596 0.150 -0.413 0.237
H -2.9899 3.4171 -3.2954 0.442 0.254 0.218
H -1.2843 3.7940 -3.5640 0.077 -0.033 0.197
P 0.6350 -2.4726 -1.4904 -0.709 -3.089 -1.442
P 2.6298 -0.9513 0.9314 -0.897 -1.446 2.117
N -0.8615 -3.4242 -1.5586 -0.526 0.781 0.609
N 1.4387 -3.4230 -2.7629 0.711 0.959 0.070
N 1.6825 -1.2660 2.3845 -0.950 0.559 -0.788
N 4.1791 -0.7999 1.8382 1.416 0.160 -0.544
C 1.3786 -3.3430 -0.0443 0.042 0.391 0.409
C 2.7215 -2.7278 0.4114 0.505 0.124 -0.416
C -2.1084 -2.8200 -1.7873 -0.161 -1.174 0.107
C -3.0848 -3.8076 -1.8264 0.856 0.466 0.007
C -2.4334 -5.0679 -1.6167 1.194 0.886 0.257
C -1.0810 -4.7971 -1.4160 -1.093 0.234 -0.222
C 1.9795 -2.8065 -3.8992 0.272 -0.986 -0.168
C 2.5482 -3.7796 -4.7096 -0.600 0.377 0.836
C 2.3511 -5.0440 -4.0605 -0.502 0.799 0.938
C 1.6972 -4.7930 -2.8592 0.489 0.237 -0.847
C 0.5416 -0.4889 2.5909 0.022 -0.646 1.039
C -0.1346 -0.9428 3.7112 0.710 0.243 -0.930
C 0.5826 -2.0806 4.1896 0.649 0.091 -0.732
C 1.6577 -2.2864 3.3342 -0.442 0.149 0.502
C 4.6829 -1.4791 2.9521 -0.903 0.691 -1.331
C 6.0519 -1.2460 3.0630 1.554 1.691 -1.843
C 6.4151 -0.3720 1.9815 0.619 -1.632 2.374
C 5.2614 -0.1166 1.2538 -2.048 -0.929 0.716
H 1.5455 -4.4021 -0.2959 -0.085 0.449 0.232
H 0.6237 -3.2797 0.7567 0.284 -0.108 -0.100
H 3.1253 -3.3213 1.2478 0.057 0.195 -0.391
H 3.4393 -2.7242 -0.4287 -0.093 -0.349 0.256
H -2.1656 -1.7479 -1.8908 -0.078 -0.043 -0.105
H -4.1460 -3.6524 -1.9825 0.254 0.008 -0.030
H -2.8867 -6.0520 -1.6177 0.090 0.231 0.091
H -0.2803 -5.4680 -1.1579 -0.173 0.006 -0.109
H 1.9072 -1.7327 -4.0064 -0.006 -0.152 -0.105
H 3.0429 -3.6166 -5.6549 -0.090 0.038 0.063
H 2.6321 -6.0212 -4.4317 0.018 0.187 0.113
H 1.4187 -5.4749 -2.0715 0.048 0.038 -0.309
H 0.3196 0.2871 1.8926 0.094 -0.047 0.176
H -1.0254 -0.4885 4.1227 0.087 -0.206 0.001
H 0.3430 -2.6655 5.0683 0.061 -0.012 -0.225
H 2.3891 -3.0845 3.3164 -0.256 0.094 0.111
H 4.0367 -2.0420 3.6016 -0.043 -0.029 0.005
H 6.7088 -1.6584 3.8153 -0.074 0.119 -0.018
H 7.4049 0.0095 1.7724 -0.132 -0.001 0.019
H 5.0860 0.4983 0.3857 0.129 0.026 -0.092
B -3.7355 7.9096 -0.1304 0.253 0.286 0.159
C -2.9413 6.6710 -0.4736 -0.889 0.492 -0.051
N -2.3418 5.6910 -0.7409 -0.836 0.414 0.039
H -3.4565 8.1645 1.0334 -0.006 -0.069 -0.200
H -4.9158 7.6650 -0.2800 0.217 -0.200 -0.053
H -3.3519 8.7804 -0.8922 -0.021 -0.164 0.128

=====

# 3
19
Properties=species:S:1:pos:R:3:forces:R:3 method="wB97M-V/def2-TZVPD" orbital_gap_ha=0.3482 molar_mass_g_mol=100.16 de_lowest_kj_mol=254.87
C -1.8564 -0.6650 0.7783 -0.037 -0.075 -0.010
C -0.5987 0.0732 0.3186 0.029 0.023 0.016
C -0.9929 1.4283 -0.2743 0.011 0.062 -0.045
C 0.2152 -0.7835 -0.6727 -0.125 -0.069 0.041
C 1.6323 -0.2413 -0.9931 0.108 -0.094 0.052
C 2.3792 -0.6798 0.2345 0.091 0.472 -0.181
O 2.5105 0.3860 1.0061 -0.072 -0.338 0.184
H -1.6117 -1.6160 1.2639 -0.034 0.105 -0.094
H -2.4271 -0.0573 1.4916 0.118 -0.106 -0.121
H -2.5140 -0.8729 -0.0750 0.079 -0.018 0.100
H 0.0129 0.2721 1.2099 -0.051 -0.092 -0.175
H -1.6066 1.9925 0.4382 0.111 -0.081 -0.104
H -1.5879 1.2951 -1.1872 0.094 0.001 0.103
H -0.1230 2.0455 -0.5208 -0.113 -0.101 0.011
H -0.3738 -0.9396 -1.5861 0.165 0.176 0.054
H 2.0379 -0.7673 -1.8646 -0.125 0.050 0.144
H 1.6621 0.8437 -1.1674 -0.081 -0.194 0.054
H 0.4021 -1.7857 -0.2599 -0.375 0.118 0.056
H 2.8399 0.0722 1.8603 0.207 0.160 -0.086

=====

# 4
15
Properties=species:S:1:pos:R:3:forces:R:3 method="wB97M-V/def2-TZVPD" charge=+1 orbital_gap_ha=0.3875 molar_mass_g_mol=84.09 de_lowest_kj_mol=1.57
C 2.3361 0.1200 0.0645 0.090 -0.327 0.790
N 1.8978 0.4075 -1.0868 -0.864 -0.482 0.104
H 3.2970 -0.3537 0.2258 0.355 0.483 -0.325
H 1.7110 0.2852 0.9373 -0.337 -0.053 -0.201
H 0.8514 0.4873 -1.2398 0.375 0.522 0.352
H 2.4739 0.2706 -1.8937 0.372 -0.156 -0.503
H -1.0703 0.4205 1.2773 1.004 0.390 0.384
H -0.5966 1.8614 1.4938 0.318 -0.243 0.040
O -0.2447 0.9664 1.3618 -1.278 -0.149 -0.130
H -3.1925 -1.3509 1.0048 0.768 0.142 0.116
H -1.7894 -2.0194 1.0334 -0.199 0.178 0.074
O -2.2325 -1.1582 1.0386 -0.541 -0.190 -0.343
H -1.4556 -0.1214 -0.7106 -0.431 -0.292 0.949
H -1.2274 0.1191 -2.1776 0.345 0.002 0.155
O -0.7581 0.0654 -1.3287 0.025 0.176 -1.463

=====

# 5
72
Properties=species:S:1:pos:R:3:forces:R:3 method="wB97M-V/def2-TZVPD" smiles=CCO.CCO.CCO.CCO.CCO.CCO.CCO.CCO orbital_gap_ha=0.3676 molar_mass_g_mol=368.55 de_lowest_kj_mol=198.84
C 4.0861 -3.9465 1.0192 -0.044 0.160 0.678
C 3.3760 -2.7862 0.3565 0.250 -0.067 -0.256
O 3.7349 -1.5156 0.9015 -0.264 0.043 0.166
H 3.8896 -3.9300 2.0966 0.023 0.027 -0.053
H 5.1683 -3.8749 0.8921 -0.010 -0.099 -0.147
H 3.7349 -4.9141 0.6635 0.055 0.054 -0.247
H 2.3000 -2.8673 0.4924 -0.031 -0.044 -0.111
H 3.5842 -2.7901 -0.7193 -0.081 0.023 0.014
H 4.6519 -1.5120 1.1903 0.058 -0.149 -0.093
C 4.1023 1.8561 1.6366 0.408 0.813 -0.096
C 3.0732 2.1933 2.6910 0.641 -0.610 0.333
O 3.4998 3.3351 3.4193 -0.245 0.358 -0.271
H 3.8137 0.9298 1.1460 0.275 -0.077 -0.100
H 5.0975 1.8169 2.0901 -0.155 -0.552 0.160
H 4.2448 2.6623 0.9070 -0.533 -0.110 -0.097
H 3.0660 1.3494 3.3958 -0.394 -0.050 -0.140
H 2.0845 2.2966 2.2379 -0.060 0.226 0.101
H 2.7322 3.7366 3.8346 0.052 0.024 0.078
C -2.3462 2.9831 2.1364 0.094 0.056 -0.383
C -3.3756 2.1429 1.4166 -0.455 -0.770 0.519
O -4.2725 2.9297 0.6341 0.330 0.046 -0.075
H -1.5382 2.3496 2.5030 -0.070 0.060 0.268
H -2.8028 3.5504 2.9484 0.120 -0.066 0.130
H -1.9040 3.6979 1.4374 0.018 -0.034 -0.016
H -3.9719 1.5385 2.1161 0.060 0.310 0.224
H -2.9126 1.3569 0.8192 0.041 0.495 -0.607
H -4.4865 3.6970 1.1755 -0.175 0.009 -0.057
C -2.2913 2.8393 -2.5587 -0.236 -0.884 -0.543
C -3.0199 4.1682 -2.5224 0.430 -0.034 -0.032
O -4.3730 4.0194 -2.1386 0.123 0.167 -0.056
H -2.6849 2.1981 -3.3568 -0.299 0.161 0.109
H -2.4618 2.2775 -1.6373 0.250 0.146 0.101
H -1.2294 2.8853 -2.8118 0.081 0.390 0.422
H -2.9898 4.6051 -3.5214 -0.193 0.149 0.070
H -2.5001 4.8548 -1.8416 -0.031 0.057 -0.052
H -4.3611 3.7684 -1.2053 -0.130 -0.249 -0.028
C -4.3379 -2.0669 1.1676 0.110 0.279 -0.235
C -3.9936 -3.4421 0.6227 0.048 0.077 -0.412
O -3.8534 -3.3818 -0.7989 0.032 -0.102 0.272
H -4.6519 -2.0650 2.2120 0.056 -0.115 0.027
H -5.1165 -1.6011 0.5613 -0.136 -0.169 0.058
H -3.4609 -1.4207 1.0575 -0.001 -0.025 0.157
H -4.7643 -4.1882 0.8187 -0.107 0.105 0.173
H -3.0572 -3.7912 1.0675 -0.050 -0.089 0.071
H -2.9110 -3.3042 -0.9821 0.218 0.068 -0.091
C -0.8090 -5.5762 -0.9461 -0.564 -0.204 -0.219
C 0.0129 -4.3378 -0.7118 1.053 -0.174 0.389
O -0.8345 -3.2122 -0.7235 -0.414 0.045 -0.228
H -0.2386 -6.5005 -0.8569 0.175 0.110 0.123
H -1.2966 -5.6066 -1.9234 0.131 0.243 -0.031
H -1.6160 -5.5887 -0.2089 0.076 -0.125 0.024
H 0.8567 -4.2200 -1.4097 -0.391 -0.049 -0.362
H 0.5441 -4.4659 0.2488 -0.427 0.241 0.131
H -0.4272 -2.4503 -0.2899 0.221 -0.179 0.249
C -0.4796 0.2600 -0.4318 -0.800 -0.608 -0.011
C 0.4752 0.0288 0.6994 0.945 -0.193 0.117
O 0.3696 -1.3458 1.1008 -0.331 0.020 -0.174
H -0.5417 1.3011 -0.7332 0.075 0.042 -0.004
H -1.4778 -0.0906 -0.1458 -0.017 0.265 0.104
H -0.2384 -0.3656 -1.2942 0.313 0.217 -0.059
H 0.3014 0.6756 1.5647 -0.228 0.041 -0.074
H 1.5007 0.2171 0.3558 -0.034 0.019 0.098
H 1.0705 -1.5861 1.7144 0.104 0.261 -0.027
C 1.9439 2.1619 -2.3468 -0.310 -0.200 -0.243
C 3.4349 2.3036 -2.4561 0.382 0.506 -0.531
O 3.7667 2.3698 -3.8519 -0.094 -0.181 0.186
H 1.4363 3.0250 -2.7803 0.107 0.171 0.214
H 1.6569 2.0383 -1.3033 -0.103 0.075 -0.007
H 1.5747 1.3137 -2.9284 0.185 -0.173 0.189
H 3.9783 1.4867 -1.9741 -0.147 -0.101 0.039
H 3.7470 3.2457 -1.9874 0.016 -0.126 0.157
H 4.7180 2.2789 -3.9507 0.005 0.047 0.017

=====

# 6
16
Properties=species:S:1:pos:R:3:forces:R:3 method="wB97M-V/def2-TZVPD" smiles=CO[C@@H](C)CS orbital_gap_ha=0.3603 molar_mass_g_mol=106.19 de_lowest_kj_mol=73.24
C -1.3114 1.3054 -0.9943 -1.249 -0.583 -0.648
O -0.1292 0.7209 -0.5904 0.757 0.717 -0.286
C -0.1169 -0.1747 0.4880 -0.515 -1.015 -0.635
C -0.2628 -1.6186 -0.0728 0.116 0.249 -0.495
C 1.1953 0.1326 1.1559 -0.556 -0.154 2.174
S 2.6664 -0.2480 0.2353 -0.075 0.707 -0.901
H -1.8936 1.7824 -0.1818 0.468 0.106 -0.240
H -1.9618 0.5270 -1.4255 -0.188 0.176 0.017
H -1.0728 1.9864 -1.8222 -0.128 0.086 0.505
H -0.9193 0.0520 1.2134 0.083 0.016 -0.253
H -0.0979 -2.4118 0.6666 -0.341 0.269 0.011
H -1.2006 -1.7780 -0.6493 0.284 0.207 0.822
H 0.5106 -1.7573 -0.8338 0.118 0.115 0.197
H 1.1770 1.2165 1.3699 0.099 -0.524 0.084
H 1.1874 -0.4051 2.1292 0.394 0.286 -0.504
H 2.2299 0.6702 -0.6882 0.733 -0.659 0.152

=====

# 7
16
Properties=species:S:1:pos:R:3:forces:R:3 method="wB97M-V/def2-TZVPD" orbital_gap_ha=0.3840 molar_mass_g_mol=99.13 de_lowest_kj_mol=477.01
C -1.5374 -1.2388 -0.1737 -0.065 0.056 0.024
C -0.4935 -0.1867 -0.5080 -0.327 0.179 -0.107
C -0.7416 1.2993 -0.1420 -0.382 0.391 -0.086
C 0.7158 1.4510 0.3924 -0.032 0.318 -0.001
C 0.7935 -0.0247 0.2372 -0.013 -0.117 -0.172
N 1.6068 -0.9510 0.3102 -2.082 -0.160 -0.288
O 2.9458 -0.8564 0.6658 -0.232 -1.479 -0.332
H -2.4068 -1.0636 -0.8159 -0.005 -0.094 0.137
H -1.8651 -1.1862 0.8697 0.087 0.050 -0.105
H -1.1853 -2.2595 -0.3683 0.058 0.283 0.043
H -0.2101 -0.3059 -1.5637 -0.149 0.189 0.103
H -1.0278 1.9446 -0.9679 -0.096 0.139 0.090
H -1.4656 1.3662 0.6729 -0.008 0.144 -0.116
H 0.8523 1.8476 1.4016 -0.086 -0.041 -0.156
H 1.4195 1.9466 -0.2834 -0.162 0.085 0.061
H 2.5998 -1.7821 0.2729 3.495 0.057 0.903

=====

# 8
9
Properties=species:S:1:pos:R:3:forces:R:3 method="wB97M-V/def2-TZVPD" orbital_gap_ha="0.3006 / 0.2667" molar_mass_g_mol=165.47 de_lowest_kj_mol=341.15
C 0.7144 -0.5928 -0.8160 -0.556 0.238 0.089
C -1.1845 0.5673 0.4069 0.666 1.097 -0.825
S 1.9861 0.0370 0.1298 0.309 1.205 -1.051
Cl -0.3591 1.5202 1.6496 -0.513 -0.543 -0.619
Cl -2.1525 -0.6785 1.0250 -0.569 -0.415 0.265
Cl -2.0797 1.7061 -0.7359 0.823 -1.152 0.842
H 0.2599 0.0202 -1.5758 0.467 0.248 -0.216
H 0.8294 -1.6585 -1.0816 -0.829 0.465 0.620
H 1.9861 -0.9211 0.9979 0.202 -1.144 0.895